53
Properties=species:S:1:pos:R:3 method="wB97M-V/def2-TZVPD" de_lowest_kcal_mol=24.71 homo_energy_ev="-5.2 / -5.3" homo_lumo_gap_ev="4.58 / 4.34" molar_mass_g_mol=370.37 s2=6.064 e_tot_ev=-68194.400 e_lumo_ev="-0.6 / -0.9" multiplicity=5
P -0.117 -1.684 -0.255
P 0.506 1.611 -1.204
C -0.068 -0.968 -1.976
C 0.938 0.146 -2.186
H -1.093 -0.669 -2.220
H 0.198 -1.799 -2.655
H 1.964 -0.124 -1.891
H 0.938 0.430 -3.254
C -0.322 2.569 -2.643
H -0.678 3.566 -2.351
H -1.180 2.063 -3.110
H 0.412 2.706 -3.461
C 2.029 2.585 -1.214
H 2.168 3.096 -2.172
H 2.876 1.909 -1.074
H 2.059 3.344 -0.426
C -0.759 -3.331 -0.659
H -0.624 -3.980 0.206
H -0.146 -3.687 -1.481
H -1.803 -3.297 -0.949
C 1.618 -2.282 -0.159
H 2.342 -1.483 -0.373
H 1.789 -3.058 -0.896
H 1.871 -2.873 0.773
Cr 2.104 -1.412 1.771
C -0.737 2.541 0.051
C -1.971 1.861 0.105
C -2.834 1.442 -1.000
C -3.755 0.320 -0.450
C -2.926 -0.907 -0.391
C -1.720 -0.864 0.259
C 0.826 0.829 0.857
C 0.240 2.189 1.252
C 3.036 -2.863 3.055
H -0.774 3.620 -0.185
H -2.362 1.676 1.123
H -2.235 1.072 -1.830
H -3.415 2.257 -1.501
H -4.059 0.658 0.547
H -4.680 0.222 -1.021
H -3.317 -1.844 -0.805
H -1.620 -0.295 1.206
H 1.949 0.735 0.844
H 0.280 0.011 1.403
H -0.339 2.164 2.191
H 1.110 2.851 1.318
H 3.661 -2.074 3.537
H 3.714 -3.682 2.754
H 2.454 -3.290 3.900
O -0.555 -0.306 3.693
C 0.579 -0.499 4.171
O 1.683 -0.626 3.502
H 0.746 -0.578 5.275